39
Properties=species:S:1:pos:R:3:forces:R:3:lowdin_charge:R:1 method="wB97M-V/def2-TZVPD" homo_lumo_gap_ev=8.66 e_homo_ha=-0.3228 lumo_energy_ev=-0.13 e_above_lowest_kcal_mol=0.8 multiplicity=1
C -3.77960 -0.35319 -2.26075 0.205 0.268 -0.311 -0.10
N -4.52491 -0.71050 -1.08192 -0.197 0.782 0.773 -0.34
C -4.42274 -2.08445 -0.66298 -0.031 -0.364 0.273 -0.10
S -4.47638 0.41307 0.15181 -0.030 -0.193 -0.233 0.66
O -4.70369 1.69969 -0.43169 0.296 -0.002 -0.140 -0.28
O -5.34082 -0.05310 1.19126 0.222 -0.247 0.087 -0.28
C -2.77830 0.35595 0.74613 -0.603 0.047 -0.150 -0.26
C -2.42336 -0.55680 1.72152 -0.032 -0.132 0.147 -0.06
C -1.10515 -0.59604 2.14644 -0.143 -0.033 -0.117 -0.05
C -0.15806 0.24597 1.58872 0.004 0.158 -0.013 -0.02
C -0.51695 1.14686 0.58174 -0.377 -0.525 0.222 -0.22
N 0.37971 2.03701 -0.00097 -0.124 0.159 -0.093 0.04
C 1.73528 1.96075 -0.17141 0.142 0.142 -0.256 -0.82
S 2.52371 3.32935 -0.63536 0.154 0.403 -0.114 0.71
N 2.28282 0.72437 -0.02341 -0.985 -0.079 0.064 0.06
C 3.60949 0.31112 -0.01851 0.767 -0.153 -0.010 -0.23
C 3.83938 -1.06075 -0.14486 0.015 0.107 -0.014 -0.05
C 5.13386 -1.54459 -0.12230 -0.054 0.389 0.065 -0.67
Cl 5.40072 -3.24050 -0.28369 0.034 -0.222 -0.023 0.69
C 6.21910 -0.69626 0.02917 0.000 0.030 -0.009 -0.14
C 5.97108 0.66088 0.16579 -0.374 -0.428 -0.045 -0.66
Cl 7.29771 1.73699 0.37108 0.215 0.173 0.033 0.70
C 4.68599 1.17687 0.14813 0.068 0.083 0.061 -0.08
C -1.85276 1.19955 0.17402 0.253 0.097 -0.058 0.00
H -2.70686 -0.56517 -2.15533 -0.011 -0.019 -0.031 0.09
H -4.16749 -0.90784 -3.11528 0.000 0.001 0.027 0.09
H -3.92851 0.71047 -2.42694 0.099 -0.022 -0.245 0.08
H -4.85449 -2.72845 -1.42939 0.011 0.025 0.005 0.09
H -4.99644 -2.18536 0.25454 0.009 -0.264 -0.022 0.08
H -3.38270 -2.38915 -0.48506 -0.012 -0.024 -0.026 0.09
H -3.18183 -1.18620 2.15623 -0.054 -0.111 0.117 0.11
H -0.81050 -1.27621 2.93069 0.014 -0.051 0.077 0.11
H 0.84805 0.23899 1.97952 0.062 0.007 0.014 0.12
H -0.01789 2.90326 -0.34233 0.250 -0.095 0.062 0.12
H 1.61689 -0.03996 -0.01622 0.123 0.143 0.053 0.13
H 3.01329 -1.74555 -0.26316 -0.082 -0.091 -0.031 0.11
H 7.22540 -1.07981 0.04359 0.092 -0.046 -0.004 0.10
H 4.52956 2.23601 0.25630 0.035 -0.037 0.008 0.03
H -2.18260 1.91273 -0.56512 0.039 0.125 -0.142 0.12